[1]
Formula: C4H5N3O
Source: the OMol25 dataset
Level of theory: ωB97M-V with the def2-TZVPD basis set

Its HOMO energy is -9.99 eV. The total energy is -10743.286 eV. Its SMILES is NCC1=NC(=O)C=N1. The maximum force is 7.352 eV/A.

```
13
C4H5N3O | the OMol25 dataset | ωB97M-V with the def2-TZVPD basis set
N 1.599 -1.664 -0.187
C 0.088 -1.460 -0.419
C -0.179 0.102 -0.267
N 0.608 0.874 0.531
C -0.093 1.921 0.816
O 0.377 2.849 1.524
C -1.704 1.499 0.216
N -1.587 0.374 -0.421
H 1.900 -2.349 -0.888
H 2.101 -0.857 -0.341
H -0.294 -1.745 -1.457
H -0.478 -1.898 0.460
H -2.337 2.355 0.433
```

---

[2]
Formula: C2H4N2O3
Source: the OMol25 dataset
Level of theory: ωB97M-V with the def2-TZVPD basis set

Its HOMO energy is -9.62 eV. The total energy is -11256.952 eV. Its SMILES is [H]/N=C1/[N@H+](O)[C@]1([O-])O. The maximum force is 2.856 eV/A.

```
11
C2H4N2O3 | the OMol25 dataset | ωB97M-V with the def2-TZVPD basis set
H 0.809 2.279 1.597
N 0.035 1.953 1.028
C 0.023 0.806 0.617
N -0.893 0.237 -0.660
O -1.854 -0.772 -0.529
C 0.734 -0.276 -0.195
O 1.713 0.008 -0.877
O 0.588 -1.530 0.396
H -1.108 0.856 -1.438
H -1.425 -1.529 -0.094
H 1.379 -2.033 0.154
```

---

[3]
Formula: C25H25ClN2O6TeV
Source: the OMol25 dataset
Level of theory: ωB97M-V with the def2-TZVPD basis set

The expectation value of S² is 0.7772. Its HOMO energy (spin up / spin down) is -7.79 / -7.79 eV. The spin multiplicity is 2. The total energy is -87101.554 eV. The maximum force is 0.426 eV/A.

```
61
C25H25ClN2O6TeV | the OMol25 dataset | ωB97M-V with the def2-TZVPD basis set
V 0.059 -0.788 0.216
O -4.014 -0.978 -0.157
C -2.840 -1.213 -0.004
O -1.880 -0.336 0.132
C -2.303 -2.621 0.087
C -2.994 -3.810 -0.032
C -2.277 -4.992 0.125
C -0.916 -4.957 0.406
C -0.311 -3.719 0.515
N -1.008 -2.609 0.349
C 1.124 -3.412 0.881
O 1.938 -4.295 1.026
O 1.303 -2.135 1.045
H -4.055 -3.795 -0.236
H -2.784 -5.944 0.036
H -0.327 -5.852 0.547
C -1.243 -1.370 3.087
N -0.420 -0.344 2.434
C -1.116 0.954 2.560
C 0.878 -0.252 3.139
C 1.819 0.534 2.285
C 2.851 1.297 2.812
C 3.737 1.945 1.964
C 3.583 1.823 0.591
C 2.534 1.075 0.069
C 1.630 0.438 0.910
H -1.379 -1.124 4.146
H -0.752 -2.339 3.013
H -2.224 -1.414 2.618
H -1.292 1.174 3.619
H -2.061 0.921 2.027
H -0.495 1.740 2.135
H 1.262 -1.263 3.266
H 0.733 0.195 4.130
H 2.968 1.377 3.887
H 4.545 2.537 2.372
H 4.278 2.314 -0.079
H 2.450 0.993 -1.009
Cl 1.447 0.197 -6.971
C 1.212 -0.267 -5.314
C 1.545 -1.568 -4.912
C 1.371 -1.969 -3.611
C 0.850 -1.077 -2.655
O 0.681 -1.489 -1.423
C 0.530 0.230 -3.071
C 0.033 1.180 -2.121
O -0.155 0.956 -0.925
C 0.713 0.626 -4.407
H 1.945 -2.257 -5.645
H 1.630 -2.969 -3.290
H -0.213 2.187 -2.482
H 0.457 1.635 -4.707
C -2.511 5.901 -1.044
Te -2.164 3.806 -0.845
C -0.385 4.068 0.304
H -2.711 6.337 -0.069
H -3.379 6.037 -1.684
H -1.648 6.377 -1.501
H 0.256 4.795 -0.190
H 0.124 3.107 0.338
H -0.629 4.401 1.309
```

---

[4]
Formula: C5H10O2Se
Source: the OMol25 dataset
Level of theory: ωB97M-V with the def2-TZVPD basis set

Its HOMO energy (spin up / spin down) is -7.70 / -7.51 eV. The total energy is -74782.524 eV. The maximum force is 5.252 eV/A.

```
18
C5H10O2Se | the OMol25 dataset | ωB97M-V with the def2-TZVPD basis set
C 0.088 0.871 1.062
C -2.284 -0.213 -1.045
C -0.099 2.232 0.652
C -0.141 -0.295 -0.119
C 0.838 -1.480 0.086
O -1.366 -0.732 -0.214
O 0.593 -2.464 -0.934
Se 1.137 2.924 -0.611
H 1.180 0.545 1.103
H -0.495 0.425 1.921
H -3.309 -0.336 -0.671
H -1.999 0.565 -1.740
H -1.107 2.694 0.406
H 0.182 0.463 -0.891
H 0.911 -2.085 1.012
H 1.961 -1.155 -0.086
H -0.424 -2.662 -0.922
H 2.416 2.427 -0.062
```

---

[5]
Formula: C10H18N2O3
Source: the OMol25 dataset
Level of theory: ωB97M-V with the def2-TZVPD basis set

Its HOMO energy is -7.11 eV. The total energy is -19780.360 eV. Its SMILES is C[C@H](C[N+]12CCN(CC1)CC2)OC(=O)[O-]. The maximum force is 6.716 eV/A.

```
33
C10H18N2O3 | the OMol25 dataset | ωB97M-V with the def2-TZVPD basis set
C -3.042 0.637 0.091
C -1.771 1.188 0.793
C -0.589 1.409 -0.182
N 0.270 0.285 -0.377
C -0.464 -1.042 -0.582
C 0.569 -2.357 -0.517
N 1.857 -1.729 -0.852
C 1.769 -0.831 -2.029
C 0.969 0.429 -1.678
C 2.351 -0.990 0.375
C 1.422 0.229 0.549
O -1.502 0.361 1.985
C -0.878 1.023 2.978
O -0.253 2.147 2.721
O -0.916 0.576 4.136
H -3.872 0.895 0.701
H -3.220 1.253 -0.863
H -3.027 -0.452 -0.149
H -2.184 2.224 1.144
H 0.023 2.210 0.269
H -1.156 1.760 -1.121
H -1.161 -1.027 0.353
H -1.055 -1.019 -1.480
H 0.311 -3.065 -1.356
H 0.622 -2.790 0.522
H 1.279 -1.433 -2.828
H 2.785 -0.582 -2.267
H 1.768 1.211 -1.743
H 0.269 0.650 -2.411
H 2.403 -1.660 1.287
H 3.322 -0.516 0.271
H 0.926 0.013 1.545
H 2.175 0.995 0.719
```

---

[6]
Formula: C9H10N2O
Source: the OMol25 dataset
Level of theory: ωB97M-V with the def2-TZVPD basis set

Its HOMO energy (spin up / spin down) is -6.82 / -7.17 eV. The total energy is -14519.451 eV. The maximum force is 1.819 eV/A.

```
22
C9H10N2O | the OMol25 dataset | ωB97M-V with the def2-TZVPD basis set
C 1.671 -0.247 -1.150
C 1.896 1.077 -0.904
C 0.720 -1.019 -0.300
C 1.062 1.838 -0.062
C -0.446 -0.116 0.033
C -0.156 1.247 0.269
C 1.413 -1.301 1.083
C -1.891 -0.170 0.041
C -2.731 -1.382 -0.148
N -1.351 1.846 0.541
N -2.381 1.002 0.366
O 2.368 -0.483 1.484
H 2.230 -0.775 -1.908
H 2.681 1.589 -1.444
H 0.397 -1.960 -0.749
H 1.246 2.885 0.111
H 0.789 -1.644 1.896
H -2.427 -2.158 0.556
H -2.611 -1.774 -1.159
H -3.776 -1.134 0.020
H -1.533 2.815 0.736
H 2.830 -0.135 0.688
```

---

[7]
Formula: C5H5NO2
Source: the OMol25 dataset
Level of theory: ωB97M-V with the def2-TZVPD basis set

Its HOMO energy (spin up / spin down) is -6.81 / -7.67 eV. The total energy is -10842.994 eV. The maximum force is 4.037 eV/A.

```
13
C5H5NO2 | the OMol25 dataset | ωB97M-V with the def2-TZVPD basis set
C 1.476 -0.112 -1.014
C 1.192 0.618 0.081
C 0.735 -1.346 -1.163
C -0.355 -1.485 -0.365
C 0.044 0.405 0.899
N -1.150 2.059 1.351
O -0.688 -0.670 0.612
O -2.380 1.699 1.183
H 2.373 -0.021 -1.490
H 1.658 1.496 0.437
H 0.916 -1.861 -2.136
H -0.975 -2.427 -0.542
H -2.845 1.646 2.148
```

---

[8]
Formula: C8H28FeOP2S
Source: the OMol25 dataset
Level of theory: ωB97M-V with the def2-TZVPD basis set

The expectation value of S² is 8.7634. Its HOMO energy (spin up / spin down) is -9.89 / -12.70 eV. The spin multiplicity is 6. Its charge is +1. The total energy is -74586.282 eV. The maximum force is 2.582 eV/A.

```
41
C8H28FeOP2S | the OMol25 dataset | ωB97M-V with the def2-TZVPD basis set
Fe 0.999 0.866 -0.276
H -3.437 -1.408 0.124
H -3.477 -1.075 0.819
P -0.423 -0.072 -2.201
P -0.460 1.396 1.737
C 0.947 1.543 2.826
H 0.762 2.371 3.496
H 1.101 0.639 3.407
H 1.855 1.753 2.257
C -1.125 3.066 1.783
H -2.150 3.099 1.419
H -1.086 3.427 2.807
H -0.513 3.708 1.153
C -1.645 0.519 2.795
H -1.282 -0.484 3.061
H -1.770 1.096 3.718
H -2.630 0.403 2.341
C -0.838 1.249 -3.408
H -0.891 0.810 -4.416
H -1.799 1.719 -3.147
H -0.048 2.013 -3.370
C 0.954 -0.876 -3.053
H 1.128 -1.868 -2.630
H 0.713 -0.951 -4.112
H 1.849 -0.269 -2.911
C -1.746 -1.262 -2.625
H -2.733 -0.942 -2.282
H -1.778 -1.376 -3.717
H -1.540 -2.249 -2.184
H -0.712 1.341 -0.491
H -0.146 1.842 -0.774
C 2.944 -1.124 1.543
S 1.331 -1.499 0.848
C 1.779 -2.853 -0.207
O 0.471 -2.040 1.957
H 3.624 -0.952 0.667
H 3.262 -2.004 2.121
H 2.883 -0.217 2.158
H 2.163 -3.650 0.421
H 0.904 -3.182 -0.757
H 2.559 -2.507 -0.897
```

---

What is the maximum force in the fourth record? 5.252 eV/A

---

maximum force of number 4 (C5H10O2Se)? 5.252 eV/A

---

maximum force of number 7 (C5H5NO2)? 4.037 eV/A